Entry 1:
Here is an isolated ion of composition C5H12NO and charge -1 in a non-equilibrium geometry from OMol25. Energies are from ωB97M-V/def2-TZVPD.

Calculated values
Total charge   -1
Orbital gap   6.038 eV
Relative energy (zero: lowest compared OMol25 entry of this formula, charge and spin)   22.6 kcal/mol
E_LUMO   3.78 eV
SMILES   CN[C@H](C)CC[O-]

CARTESIAN COORDINATES (ANGSTROEM)
1 C 2.42 0.50 0.82
2 N 1.14 1.01 0.37
3 C 0.06 0.01 0.28
4 C 0.39 -1.25 -0.54
5 C -1.17 0.70 -0.32
6 C -2.55 -0.17 -0.24
7 O -2.45 -1.42 -0.61
8 H 3.13 0.36 -0.01
9 H 2.27 -0.42 1.37
10 H 2.96 1.29 1.37
11 H 1.17 1.53 -0.50
12 H -0.28 -0.30 1.27
13 H -0.23 -2.08 -0.18
14 H 1.44 -1.60 -0.30
15 H 0.29 -1.12 -1.60
16 H -1.31 1.64 0.22
17 H -1.11 0.89 -1.39
18 H -2.93 -0.06 0.84
19 H -3.25 0.48 -0.85



Entry 2:
Here is C24H38AsBiN3OPS6 as an isolated structure from OMol25. Energies are from ωB97M-V/def2-TZVPD.

Calculated values
Total charge   -2
Orbital gap   6.436 eV
Relative energy (zero: lowest compared OMol25 entry of this formula, charge and spin)   0.0 kcal/mol
E_LUMO   4.35 eV

CARTESIAN COORDINATES (ANGSTROEM)
1 Bi 0.53 0.92 -0.21
2 C 0.98 -3.09 0.55
3 N -0.22 -2.34 0.21
4 C -0.97 -3.01 -0.83
5 C -0.96 -1.87 1.32
6 C -2.28 -2.26 1.54
7 C -3.03 -1.73 2.59
8 C -2.45 -0.80 3.44
9 C -1.14 -0.40 3.23
10 C -0.36 -0.91 2.18
11 N 0.89 -0.44 1.83
12 C 1.77 0.06 2.74
13 C 1.79 -0.23 4.12
14 C 2.73 0.33 4.96
15 C 3.70 1.20 4.48
16 C 3.73 1.47 3.11
17 C 2.81 0.90 2.25
18 N 2.88 1.10 0.82
19 C 3.50 -0.07 0.17
20 C 3.59 2.32 0.41
21 H 0.74 -4.10 0.91
22 H 1.54 -2.56 1.32
23 H 1.60 -3.18 -0.34
24 H -1.32 -4.01 -0.53
25 H -0.32 -3.13 -1.71
26 H -1.83 -2.41 -1.12
27 H -2.74 -2.99 0.88
28 H -4.06 -2.05 2.73
29 H -3.02 -0.35 4.24
30 H -0.71 0.38 3.85
31 H 1.04 -0.90 4.51
32 H 2.70 0.09 6.02
33 H 4.41 1.67 5.14
34 H 4.47 2.15 2.73
35 H 4.54 -0.16 0.48
36 H 3.45 0.04 -0.91
37 H 2.95 -0.97 0.45
38 H 4.65 2.25 0.68
39 H 3.14 3.19 0.88
40 H 3.50 2.43 -0.66
41 S -1.73 5.22 -0.47
42 As 0.09 4.34 0.11
43 S -0.33 2.58 1.48
44 S 0.96 3.14 -1.57
45 S 1.54 5.56 1.00
46 C -4.81 2.36 -0.65
47 C -3.43 1.85 -0.22
48 P -2.37 1.07 -1.50
49 C -3.42 -0.35 -2.02
50 C -2.86 -1.16 -3.19
51 C -2.47 2.26 -2.90
52 C -1.49 1.98 -4.04
53 H -5.33 2.79 0.20
54 H -5.44 1.57 -1.06
55 H -4.71 3.15 -1.40
56 H -3.51 1.12 0.59
57 H -2.85 2.68 0.18
58 H -4.43 0.00 -2.26
59 H -3.51 -0.98 -1.13
60 H -3.05 -0.66 -4.14
61 H -3.34 -2.15 -3.25
62 H -1.78 -1.32 -3.11
63 H -2.25 3.23 -2.45
64 H -3.50 2.30 -3.27
65 H -0.47 1.90 -3.65
66 H -1.50 2.80 -4.75
67 H -1.72 1.06 -4.58
68 C 4.13 -3.26 -2.13
69 O 3.29 -2.13 -2.33
70 C 2.11 -2.28 -3.00
71 S 1.67 -3.79 -3.60
72 S 1.25 -0.84 -3.15
73 H 4.98 -2.88 -1.56
74 H 4.45 -3.68 -3.08
75 H 3.61 -4.04 -1.57



Entry 3:
Here is C25H35BrClGeMnNO7 as an isolated structure from OMol25. Energies are from ωB97M-V/def2-TZVPD.

Calculated values
Total charge   -1
Spin multiplicity   5
Orbital gap (alpha / beta)   8.491 / 8.534 eV
Relative energy (zero: lowest compared OMol25 entry of this formula, charge and spin)   60.3 kcal/mol
E_LUMO (alpha / beta)   2.46 / 2.46 eV

CARTESIAN COORDINATES (ANGSTROEM)
1 Mn -0.16 0.30 -0.52
2 C 0.29 -3.73 -2.08
3 C 0.82 -3.60 -0.66
4 C 2.21 -4.25 -0.56
5 C -0.14 -4.28 0.32
6 O 0.95 -2.21 -0.38
7 Ge 1.25 -1.53 1.32
8 O 1.66 0.14 0.47
9 C 2.98 0.71 0.48
10 C 3.32 1.05 1.94
11 C 3.97 -0.30 -0.09
12 C 2.99 1.98 -0.35
13 O -0.55 -0.79 1.23
14 C -1.27 -0.39 2.42
15 C -0.45 0.64 3.19
16 C -1.49 -1.64 3.27
17 C -2.61 0.19 1.99
18 H 0.12 -4.77 -2.34
19 H -0.65 -3.18 -2.18
20 H 1.00 -3.31 -2.80
21 H 2.17 -5.30 -0.84
22 H 2.90 -3.74 -1.23
23 H 2.59 -4.17 0.46
24 H -0.23 -5.35 0.09
25 H 0.22 -4.19 1.34
26 H -1.12 -3.83 0.26
27 H 3.29 0.15 2.56
28 H 4.32 1.48 2.00
29 H 2.60 1.77 2.32
30 H 4.01 -1.21 0.53
31 H 3.67 -0.59 -1.09
32 H 4.98 0.12 -0.12
33 H 2.18 2.64 -0.04
34 H 3.94 2.49 -0.22
35 H 2.86 1.76 -1.41
36 H 0.51 0.21 3.50
37 H -0.27 1.52 2.59
38 H -0.99 0.94 4.10
39 H -0.54 -2.06 3.60
40 H -2.09 -1.40 4.15
41 H -2.03 -2.40 2.69
42 H -2.49 1.01 1.29
43 H -3.23 -0.58 1.53
44 H -3.13 0.57 2.87
45 O -1.73 3.80 1.43
46 Cl -1.31 3.39 0.12
47 O -0.69 4.47 -0.58
48 O -0.30 2.32 0.29
49 O -2.40 2.85 -0.62
50 Br 2.99 1.87 -6.22
51 C 2.03 1.41 -4.64
52 C 1.22 2.35 -4.04
53 C 0.52 2.01 -2.88
54 C 0.64 0.74 -2.32
55 C 1.47 -0.19 -2.95
56 C 2.17 0.13 -4.11
57 H 1.13 3.34 -4.46
58 H -0.09 2.77 -2.41
59 H 1.58 -1.18 -2.53
60 H 2.80 -0.59 -4.60
61 N -6.37 -2.11 -3.88
62 C -5.41 -1.72 -3.38
63 C -4.22 -1.23 -2.75
64 C -3.61 -0.05 -3.20
65 C -2.45 0.40 -2.60
66 C -1.86 -0.29 -1.54
67 C -2.50 -1.45 -1.10
68 C -3.65 -1.93 -1.69
69 H -4.06 0.50 -4.02
70 H -2.01 1.32 -2.98
71 H -2.08 -1.98 -0.25
72 H -4.13 -2.83 -1.33



Entry 4:
Here is a 8-piece molecular cluster, C10H38NO7 overall in a non-equilibrium geometry from OMol25. Energies are from ωB97M-V/def2-TZVPD.

Calculated values
Total charge   +1
Orbital gap   9.824 eV
E_LUMO   -2.49 eV

CARTESIAN COORDINATES (ANGSTROEM)
1 N 0.24 0.58 0.68
2 H 0.00 0.40 1.65
3 H -0.61 0.53 0.14
4 H 0.84 -0.10 0.24
5 H 0.70 1.47 0.52
6 C -2.27 2.68 2.66
7 O -2.28 1.27 2.69
8 H -3.07 3.09 2.05
9 H -2.54 3.11 3.63
10 H -1.42 3.22 2.23
11 H -3.07 1.04 3.19
12 C 1.42 2.06 -2.69
13 C 0.69 2.16 -4.05
14 C 0.97 3.42 -4.78
15 O 1.04 1.12 -4.96
16 H 1.06 1.24 -2.06
17 H 1.41 3.04 -2.21
18 H 2.48 1.87 -2.85
19 H -0.39 2.13 -3.96
20 H 0.61 3.43 -5.81
21 H 2.05 3.53 -4.88
22 H 0.63 4.28 -4.21
23 H 0.54 1.22 -5.78
24 C 3.83 -1.17 -0.55
25 C 2.78 -2.15 -0.13
26 C 2.70 -2.33 1.36
27 O 1.56 -1.57 -0.51
28 H 3.89 -1.02 -1.63
29 H 4.84 -1.33 -0.18
30 H 3.56 -0.24 -0.04
31 H 2.93 -3.15 -0.55
32 H 2.03 -3.12 1.71
33 H 2.28 -1.43 1.81
34 H 3.65 -2.52 1.85
35 H 1.60 -1.38 -1.45
36 C -3.65 -2.30 1.85
37 C -2.92 -3.49 1.26
38 C -1.45 -3.21 0.84
39 O -2.93 -4.46 2.24
40 H -4.68 -2.58 2.05
41 H -3.68 -1.46 1.15
42 H -3.19 -1.95 2.77
43 H -3.48 -3.77 0.37
44 H -0.92 -4.03 0.36
45 H -0.90 -2.83 1.70
46 H -1.41 -2.36 0.16
47 H -3.85 -4.69 2.37
48 O 0.27 0.15 3.30
49 H -0.66 0.29 3.46
50 H 0.59 -0.29 4.09
51 O 1.35 2.98 0.70
52 H 1.24 3.88 1.02
53 H 2.26 2.77 0.91
54 O -1.88 0.56 -1.13
55 H -2.66 0.00 -1.24
56 H -2.17 1.43 -1.39



Please write out number 1 again, unchanged.
Here is an isolated ion of composition C5H12NO and charge -1 in a non-equilibrium geometry from OMol25. Energies are from ωB97M-V/def2-TZVPD.

Calculated values
Total charge   -1
Orbital gap   6.038 eV
Relative energy (zero: lowest compared OMol25 entry of this formula, charge and spin)   22.6 kcal/mol
E_LUMO   3.78 eV
SMILES   CN[C@H](C)CC[O-]

CARTESIAN COORDINATES (ANGSTROEM)
1 C 2.42 0.50 0.82
2 N 1.14 1.01 0.37
3 C 0.06 0.01 0.28
4 C 0.39 -1.25 -0.54
5 C -1.17 0.70 -0.32
6 C -2.55 -0.17 -0.24
7 O -2.45 -1.42 -0.61
8 H 3.13 0.36 -0.01
9 H 2.27 -0.42 1.37
10 H 2.96 1.29 1.37
11 H 1.17 1.53 -0.50
12 H -0.28 -0.30 1.27
13 H -0.23 -2.08 -0.18
14 H 1.44 -1.60 -0.30
15 H 0.29 -1.12 -1.60
16 H -1.31 1.64 0.22
17 H -1.11 0.89 -1.39
18 H -2.93 -0.06 0.84
19 H -3.25 0.48 -0.85



Repeat the second record exactly.
Here is C24H38AsBiN3OPS6 as an isolated structure from OMol25. Energies are from ωB97M-V/def2-TZVPD.

Calculated values
Total charge   -2
Orbital gap   6.436 eV
Relative energy (zero: lowest compared OMol25 entry of this formula, charge and spin)   0.0 kcal/mol
E_LUMO   4.35 eV

CARTESIAN COORDINATES (ANGSTROEM)
1 Bi 0.53 0.92 -0.21
2 C 0.98 -3.09 0.55
3 N -0.22 -2.34 0.21
4 C -0.97 -3.01 -0.83
5 C -0.96 -1.87 1.32
6 C -2.28 -2.26 1.54
7 C -3.03 -1.73 2.59
8 C -2.45 -0.80 3.44
9 C -1.14 -0.40 3.23
10 C -0.36 -0.91 2.18
11 N 0.89 -0.44 1.83
12 C 1.77 0.06 2.74
13 C 1.79 -0.23 4.12
14 C 2.73 0.33 4.96
15 C 3.70 1.20 4.48
16 C 3.73 1.47 3.11
17 C 2.81 0.90 2.25
18 N 2.88 1.10 0.82
19 C 3.50 -0.07 0.17
20 C 3.59 2.32 0.41
21 H 0.74 -4.10 0.91
22 H 1.54 -2.56 1.32
23 H 1.60 -3.18 -0.34
24 H -1.32 -4.01 -0.53
25 H -0.32 -3.13 -1.71
26 H -1.83 -2.41 -1.12
27 H -2.74 -2.99 0.88
28 H -4.06 -2.05 2.73
29 H -3.02 -0.35 4.24
30 H -0.71 0.38 3.85
31 H 1.04 -0.90 4.51
32 H 2.70 0.09 6.02
33 H 4.41 1.67 5.14
34 H 4.47 2.15 2.73
35 H 4.54 -0.16 0.48
36 H 3.45 0.04 -0.91
37 H 2.95 -0.97 0.45
38 H 4.65 2.25 0.68
39 H 3.14 3.19 0.88
40 H 3.50 2.43 -0.66
41 S -1.73 5.22 -0.47
42 As 0.09 4.34 0.11
43 S -0.33 2.58 1.48
44 S 0.96 3.14 -1.57
45 S 1.54 5.56 1.00
46 C -4.81 2.36 -0.65
47 C -3.43 1.85 -0.22
48 P -2.37 1.07 -1.50
49 C -3.42 -0.35 -2.02
50 C -2.86 -1.16 -3.19
51 C -2.47 2.26 -2.90
52 C -1.49 1.98 -4.04
53 H -5.33 2.79 0.20
54 H -5.44 1.57 -1.06
55 H -4.71 3.15 -1.40
56 H -3.51 1.12 0.59
57 H -2.85 2.68 0.18
58 H -4.43 0.00 -2.26
59 H -3.51 -0.98 -1.13
60 H -3.05 -0.66 -4.14
61 H -3.34 -2.15 -3.25
62 H -1.78 -1.32 -3.11
63 H -2.25 3.23 -2.45
64 H -3.50 2.30 -3.27
65 H -0.47 1.90 -3.65
66 H -1.50 2.80 -4.75
67 H -1.72 1.06 -4.58
68 C 4.13 -3.26 -2.13
69 O 3.29 -2.13 -2.33
70 C 2.11 -2.28 -3.00
71 S 1.67 -3.79 -3.60
72 S 1.25 -0.84 -3.15
73 H 4.98 -2.88 -1.56
74 H 4.45 -3.68 -3.08
75 H 3.61 -4.04 -1.57



Which value of total charge does entry 1 give? -1



Which formula does entry 1 have? C5H12NO